Entry 1:
DFT (ωB97M-V/def2-TZVPD) results for a molecular structure, C53H50Br2N2O2Ru in a non-equilibrium geometry.

Calculated values
Spin multiplicity   2
Net charge   -1
Frontier orbital gap (spin up / spin down)   5.03 / 5.14 eV

```
110
Properties=species:S:1:pos:R:3:forces:R:3
Ru 0.32790 -0.00803 1.60038 -1.225 0.364 -0.611
C 2.27117 0.68473 -3.71218 -0.033 -0.098 0.176
C 2.24346 1.00853 -2.21614 0.153 -0.076 -0.062
C 3.64359 1.28229 -1.66451 -0.198 -0.129 0.120
C 1.33667 2.18448 -1.95402 -0.212 -0.460 0.321
C 1.69478 3.38730 -2.54149 -0.140 0.150 0.002
C 0.92767 4.52006 -2.37731 -0.011 -0.022 -0.036
C -0.20021 4.43642 -1.58853 0.106 0.086 -0.149
C -0.58966 3.26154 -0.95756 -0.172 -0.031 0.060
C -1.89277 3.35329 -0.19609 -0.267 -0.152 0.197
C -2.98018 2.53763 -0.89349 0.041 0.219 -0.042
C -1.74766 3.00858 1.28006 0.250 -0.033 -0.046
C 0.17721 2.08738 -1.14383 -0.027 1.518 -0.754
N -0.14057 0.84776 -0.57116 0.313 -3.693 -0.660
C -0.50258 -0.16995 -1.35313 0.143 4.102 1.342
C -0.40500 -1.56252 -1.00322 0.995 -2.789 2.800
N 0.10998 -2.02369 0.12337 -0.823 3.399 -1.057
C 0.56837 -3.33699 0.23318 0.383 -1.699 0.125
C -0.10007 -4.33486 0.97381 -0.244 0.175 0.028
C 0.45209 -5.60565 1.06017 0.077 -0.073 -0.101
C 1.62586 -5.94181 0.41898 0.026 0.042 -0.030
C 2.27824 -4.97099 -0.31304 -0.033 -0.172 0.072
C 1.78548 -3.68027 -0.40274 -0.282 0.539 0.030
C 2.56360 -2.67663 -1.21852 0.166 0.105 -0.173
C 4.03785 -2.61270 -0.81708 -0.204 0.079 0.054
C 2.42384 -2.99457 -2.71067 -0.044 0.164 0.070
C -1.39767 -4.13137 1.72328 -0.146 0.099 0.158
C -1.09339 -3.46901 3.06878 0.046 0.015 -0.165
C -2.45582 -3.36584 0.93921 0.138 -0.119 0.030
C -0.93724 -2.35047 -2.11701 -0.219 -0.436 -0.779
C -1.12387 -3.68940 -2.36880 0.173 0.302 0.368
C -1.71364 -4.07006 -3.58853 -0.123 -0.118 -0.231
C -2.10495 -3.16434 -4.54228 0.046 -0.029 0.028
C -1.91875 -1.78028 -4.32188 0.046 0.030 0.029
C -2.23429 -0.71281 -5.19508 0.060 0.052 0.093
C -1.95948 0.57799 -4.81815 -0.178 -0.022 -0.315
C -1.37480 0.91291 -3.58212 0.190 -0.068 0.544
C -1.06141 -0.09792 -2.70084 -0.409 0.014 -1.146
C -1.34026 -1.42693 -3.10662 0.245 0.189 0.465
H 2.86308 -0.20899 -3.89427 0.091 -0.073 -0.064
H 2.70792 1.50176 -4.28331 0.049 0.088 -0.065
H 1.26145 0.51145 -4.08121 -0.013 -0.040 -0.128
H 1.85267 0.13877 -1.68792 0.111 0.081 -0.034
H 4.10905 2.13372 -2.15859 0.037 0.073 -0.077
H 4.28111 0.41174 -1.80657 0.094 -0.078 -0.015
H 3.56957 1.49196 -0.59981 0.074 0.017 0.134
H 2.58578 3.43787 -3.15169 0.070 -0.079 -0.004
H 1.19356 5.44866 -2.86144 0.054 0.081 -0.013
H -0.81509 5.31733 -1.46671 -0.085 0.035 0.098
H -2.21222 4.40263 -0.24303 0.076 -0.123 -0.083
H -2.67492 1.50801 -1.03279 -0.045 -0.170 0.043
H -3.19189 2.96229 -1.87465 -0.049 0.010 -0.142
H -3.89343 2.55728 -0.30247 -0.115 -0.090 0.030
H -1.18740 2.08364 1.41132 -0.163 0.262 0.094
H -2.71841 2.87886 1.75702 -0.080 -0.019 0.018
H -1.21139 3.80100 1.79849 0.095 0.023 0.078
H -0.06944 -6.35257 1.64294 -0.086 -0.028 0.044
H 2.02640 -6.94302 0.49162 0.034 -0.064 0.001
H 3.19456 -5.22273 -0.82649 0.104 0.040 -0.035
H 2.14286 -1.68581 -1.03541 0.139 -0.128 0.048
H 4.54950 -3.55801 -0.99046 0.057 -0.082 -0.071
H 4.12405 -2.34854 0.23415 0.041 0.024 0.057
H 4.52983 -1.84222 -1.40883 0.125 0.029 -0.027
H 2.81659 -3.98451 -2.93919 0.034 -0.120 0.002
H 2.96839 -2.26960 -3.31162 0.108 0.053 -0.048
H 1.38031 -2.96236 -3.01450 -0.036 -0.064 -0.127
H -1.81496 -5.12716 1.92327 0.152 0.037 -0.054
H -0.48371 -2.57880 2.91574 -0.056 0.007 0.097
H -0.53373 -4.14500 3.71180 0.091 -0.082 0.068
H -2.01113 -3.18074 3.57870 -0.071 0.092 0.066
H -2.14414 -2.34040 0.78239 -0.192 -0.058 0.048
H -3.38475 -3.35153 1.50697 -0.106 0.068 -0.006
H -2.63829 -3.83384 -0.02773 -0.104 -0.066 -0.080
H -0.81682 -4.44801 -1.66641 0.036 -0.066 0.079
H -1.85116 -5.12643 -3.77425 -0.029 -0.043 -0.038
H -2.54336 -3.50406 -5.46950 -0.058 -0.049 -0.084
H -2.68273 -0.92023 -6.15586 -0.046 0.004 -0.100
H -2.19991 1.38531 -5.49682 -0.016 0.019 -0.041
H -1.17871 1.94862 -3.35076 0.024 0.078 0.025
Br 2.54188 -0.85528 2.15386 0.943 -0.472 0.331
C -0.36500 -0.24393 3.57939 -0.003 -0.483 -0.996
C -0.10319 -0.32630 4.91868 0.316 -0.172 -0.338
C -1.18999 -0.26552 5.81831 -0.093 0.226 0.052
C -2.48816 -0.08424 5.41360 -0.262 -0.029 0.276
C -2.80220 -0.02568 4.03986 0.524 -0.120 -0.369
C -4.06590 0.05859 3.41825 -0.227 0.069 0.060
C -4.16614 -0.00278 2.05072 -0.278 -0.106 -0.003
C -3.04600 -0.12149 1.20336 0.484 -0.057 -0.032
C -1.79268 -0.14981 1.75707 0.602 0.468 0.518
C -1.70315 -0.12424 3.16205 -0.585 0.011 0.561
H 0.89837 -0.41912 5.31349 0.136 -0.056 -0.054
H -0.97743 -0.33224 6.87791 -0.011 0.028 0.096
H -3.27913 0.00672 6.14804 -0.058 -0.078 0.086
H -4.95980 0.15700 4.02061 -0.106 -0.007 0.059
H -5.14571 0.03149 1.58833 -0.115 0.028 0.042
H -3.20951 -0.20199 0.13689 -0.053 0.076 -0.197
Br 2.77449 6.46012 5.76342 0.003 -0.050 -0.112
C 2.36428 5.83785 4.00211 0.058 0.122 0.176
C 2.25547 6.76654 2.98159 0.054 0.083 0.052
C 1.95418 6.31844 1.70643 -0.040 0.036 0.003
C 1.74586 4.97039 1.46904 0.134 -0.106 0.015
C 1.83099 4.05939 2.51368 -0.221 -0.095 -0.043
C 2.14873 4.49193 3.79413 0.057 0.071 0.007
C 1.38082 2.63064 2.29732 0.190 0.441 0.099
O 0.62160 2.16960 3.16577 -0.303 -0.643 -0.195
O 1.72394 2.04745 1.25176 -0.055 -0.196 -0.492
H 2.39730 7.81770 3.18466 0.034 0.045 0.010
H 1.85833 7.03160 0.90023 0.013 0.066 -0.080
H 1.49769 4.61657 0.47925 0.000 -0.073 -0.048
H 2.20751 3.78048 4.60291 -0.092 -0.051 0.064
```
Forces are in eV/Å.

***

Entry 2:
DFT (ωB97M-V/def2-TZVPD) results for a molecular structure, C53H54GeN9O5STi in a non-equilibrium geometry.

Calculated values
Spin multiplicity   3
Net charge   +1
Frontier orbital gap (spin up / spin down)   5.51 / 7.31 eV

```
124
Properties=species:S:1:pos:R:3:forces:R:3
Ti 0.43944 -0.73271 1.81095 -0.789 -0.771 0.200
N -3.62468 -1.86366 2.99820 0.909 -0.667 -1.142
C -2.42810 -2.00599 2.34870 0.010 0.488 1.252
N -1.28656 -1.57880 2.83939 -1.906 -0.739 -0.812
C -1.28282 -0.96701 4.07959 1.378 0.294 1.477
N -0.12003 -0.61220 4.59080 -1.384 -0.016 0.590
N 0.86802 -0.76647 3.71747 0.392 -0.485 0.922
C 2.14064 -0.70424 4.05812 0.389 0.022 0.453
C 3.05038 -0.88650 3.00112 -0.044 -0.146 0.154
C 4.45420 -0.90023 3.15632 0.095 -0.059 -0.157
C 5.25818 -1.11562 2.07112 -0.303 0.018 0.237
C 4.65531 -1.29754 0.81097 -0.204 -0.093 -0.137
C 3.28076 -1.26436 0.72272 0.361 -0.179 -0.317
N 2.46882 -1.09367 1.77084 1.161 0.105 0.351
C -2.52950 -0.67244 4.75573 -0.511 -0.182 -0.121
C -2.59083 0.10472 5.90867 -0.216 -0.005 -0.047
C -3.81641 0.41180 6.47671 0.250 -0.021 -0.025
C -4.98812 -0.05646 5.90332 -0.066 -0.147 -0.144
C -4.94979 -0.82918 4.75289 0.202 -0.110 -0.017
C -3.72557 -1.13143 4.16894 0.369 0.578 1.171
H -4.47817 -2.14888 2.54172 0.142 -0.017 -0.098
H -2.42865 -2.50459 1.38999 -0.094 0.081 -0.130
H 2.44753 -0.52229 5.08065 0.012 -0.002 0.010
H 4.87122 -0.73681 4.13803 0.028 0.021 0.086
H 6.33252 -1.14385 2.17239 0.071 0.056 0.025
H 5.26696 -1.41800 -0.07214 -0.030 0.029 -0.103
H 2.79432 -1.38796 -0.24335 -0.054 0.046 0.135
H -1.66674 0.46169 6.33286 0.103 0.043 0.063
H -3.85555 1.01463 7.36960 -0.014 0.069 0.106
H -5.93944 0.18396 6.35291 -0.094 -0.003 0.013
H -5.86504 -1.18282 4.30350 -0.128 -0.048 -0.092
N 0.85550 -3.46730 2.52394 -0.058 -0.310 -0.007
C 1.14735 -4.08188 1.24026 -0.316 0.127 -0.041
C 0.47744 -5.46918 1.09081 0.138 0.176 -0.438
C 0.56788 -6.13277 -0.28591 0.047 -0.053 0.173
C 1.98133 -6.55368 -0.70805 -0.646 -0.071 -0.073
N 2.88836 -5.44810 -0.94924 0.181 0.244 0.072
C 2.75256 -4.53782 -1.91769 1.008 -0.579 -0.281
N 3.61432 -3.50589 -1.92999 -0.160 -0.040 -0.111
N 2.06294 -4.82238 -3.03113 -0.003 -0.030 0.110
C 0.75218 -3.08079 0.10963 0.558 -0.822 -0.483
O 0.98074 -3.39339 -1.07199 -0.488 0.450 0.656
O 0.25583 -1.97745 0.46671 -0.678 -2.008 -2.369
H 1.37750 -3.91460 3.26891 0.002 0.110 0.031
H -0.13517 -3.55675 2.74067 0.268 0.009 0.049
H 2.23600 -4.20676 1.18259 -0.147 0.178 -0.014
H -0.58399 -5.35316 1.32657 -0.009 0.030 0.087
H 0.89948 -6.14016 1.84638 -0.022 0.077 0.041
H 0.13583 -5.45488 -1.02156 -0.017 -0.142 -0.062
H -0.04410 -7.03661 -0.26156 0.019 -0.052 -0.059
H 1.92051 -7.16346 -1.61255 0.116 -0.085 0.046
H 2.42715 -7.16938 0.07422 0.071 -0.007 -0.120
H 3.48975 -5.19669 -0.18119 0.026 0.072 -0.152
H 4.05482 -3.23546 -1.06425 -0.050 0.053 0.051
H 3.44091 -2.75536 -2.57741 -0.018 0.031 0.010
H 1.33032 -5.50838 -2.96207 -0.020 0.047 0.003
H 1.86400 -4.06096 -3.66018 -0.062 0.024 0.048
O 2.83421 1.75937 1.89804 -0.272 0.151 -0.154
C 1.75338 1.67974 1.34886 1.425 1.393 -0.398
O 0.73472 1.05797 1.86693 -0.024 1.965 -0.162
C 1.50110 2.28968 -0.02890 0.098 -0.076 0.234
C 1.23646 1.16729 -1.02709 -0.214 0.201 -0.619
Ge 1.00478 1.80517 -2.91577 0.070 -0.205 0.022
C 0.02406 0.42525 -3.95973 0.356 0.554 0.327
C -1.13146 -0.16713 -3.46292 0.045 0.083 0.189
C -1.86973 -1.03899 -4.24387 -0.150 -0.097 0.020
C -1.45699 -1.33915 -5.53173 -0.023 -0.039 -0.028
C -0.29349 -0.77583 -6.02863 -0.007 -0.103 -0.146
C 0.43538 0.10394 -5.24851 0.211 0.152 0.084
C 2.78061 2.09583 -3.76448 -0.682 -0.082 0.304
C 3.10450 3.32728 -4.31934 -0.196 0.049 0.077
C 4.34557 3.54637 -4.88861 0.121 0.062 -0.070
C 5.27934 2.52598 -4.92718 0.033 0.008 -0.056
C 4.96135 1.28354 -4.40376 0.118 -0.143 0.003
C 3.72205 1.07471 -3.82587 -0.131 -0.085 0.140
C 0.02626 3.52585 -3.02465 0.321 -0.622 0.070
C 0.60172 4.68373 -2.51276 0.086 -0.048 0.126
C -0.03167 5.90662 -2.63955 0.033 0.142 0.020
C -1.25931 5.98742 -3.27700 -0.003 0.079 -0.047
C -1.84603 4.84091 -3.78612 -0.160 0.070 -0.028
C -1.20200 3.62084 -3.66659 -0.025 -0.234 0.014
H 2.38625 2.86407 -0.31138 -0.072 0.006 0.097
H 0.63499 2.95563 0.02621 0.112 0.014 0.011
H 0.34245 0.60908 -0.72821 0.090 0.029 -0.198
H 2.08788 0.48231 -1.02156 -0.031 -0.044 -0.147
H -1.45471 0.05856 -2.45410 -0.081 -0.017 0.088
H -2.77620 -1.48061 -3.85423 -0.064 -0.031 0.043
H -2.04681 -2.00069 -6.14945 -0.025 -0.079 -0.037
H 0.03986 -1.01375 -7.02825 0.010 -0.002 -0.101
H 1.33746 0.55748 -5.63965 0.035 0.004 -0.105
H 2.37327 4.12316 -4.30337 0.020 0.099 -0.044
H 4.58303 4.51627 -5.29845 0.038 0.088 -0.070
H 6.24774 2.69333 -5.37317 0.101 0.017 -0.034
H 5.68382 0.48008 -4.44361 0.051 -0.045 -0.009
H 3.47192 0.10153 -3.41603 0.063 -0.071 0.033
H 1.56290 4.62867 -2.01940 0.082 0.066 0.075
H 0.43184 6.79727 -2.24109 0.047 0.087 0.024
H -1.75082 6.94321 -3.38734 -0.048 0.066 0.011
H -2.80546 4.89819 -4.28052 -0.047 0.010 -0.062
H -1.65168 2.72936 -4.08525 -0.085 -0.027 -0.039
O -1.43854 0.22219 0.77032 0.218 -0.582 -0.583
S -1.86634 1.01992 1.95736 -1.707 2.234 -0.261
C -3.67808 1.07668 1.78902 0.148 -0.205 0.160
C -4.28302 0.40630 0.74117 0.318 -0.065 -0.077
C -5.66457 0.35554 0.66424 -0.058 0.020 -0.005
C -6.43200 0.97344 1.63801 -0.075 0.007 0.011
C -5.81909 1.65264 2.67932 0.020 0.111 -0.037
C -4.43853 1.70565 2.76108 0.092 0.037 -0.061
C -1.66014 2.77738 1.59128 0.181 -0.180 0.327
C -1.91756 3.31674 0.34338 -0.107 -0.178 -0.063
C -1.75753 4.68005 0.15213 -0.040 -0.174 -0.073
C -1.32843 5.48075 1.19906 -0.001 0.016 0.041
C -1.07148 4.93019 2.44470 -0.053 0.106 -0.037
C -1.24192 3.57181 2.64627 0.000 -0.191 -0.029
H -3.65247 -0.07272 0.00629 0.018 -0.078 -0.119
H -6.14454 -0.15913 -0.15436 -0.017 -0.053 -0.095
H -7.50970 0.93076 1.58358 -0.081 0.011 -0.010
H -6.42105 2.14175 3.42845 -0.049 0.057 0.122
H -3.95319 2.22541 3.57300 0.036 0.077 0.187
H -2.23531 2.67564 -0.46702 -0.040 -0.041 -0.115
H -1.96368 5.11290 -0.81535 0.010 -0.017 -0.064
H -1.19423 6.53940 1.03859 0.015 0.115 0.005
H -0.74082 5.55725 3.25668 0.061 0.071 0.107
H -1.04209 3.12006 3.60622 0.109 -0.030 0.145
```
Forces are in eV/Å.

***

- What is the formula in the second record?
  C53H54GeN9O5STi

***

- Look up the spin multiplicity of the second one.
  3